Record 1
9
Properties=species:S:1:pos:R:3:forces:R:3 method="wB97M-V/def2-TZVPD" multiplicity=3 homo_energy_ev="-12.10 / -15.95" s2=2.025 total_charge=+2
O -7.3388 0.5011 -0.0103 1.16 -1.22 -0.86
O 12.5955 0.9693 0.1464 0.97 0.92 -0.30
N -7.9390 1.2498 0.5238 0.58 -1.09 -0.80
O 10.7571 -0.2179 0.1768 -2.86 -1.63 -0.17
O -4.9869 -0.8973 -0.3088 -1.74 1.08 0.21
O -2.4790 -2.3378 -1.0462 7.17 -4.05 -2.61
O -8.5625 1.9778 1.0427 -1.69 2.24 1.63
Si -3.6978 -1.6440 -0.6478 -5.52 3.05 2.43
N 11.6514 0.3991 0.1233 1.93 0.71 0.48

Record 2
25
Properties=species:S:1:pos:R:3:forces:R:3 method="wB97M-V/def2-TZVPD" multiplicity=3 homo_energy_ev="-0.58 / -0.98" s2=2.008 total_charge=-3
O -6.9947 5.6293 0.0995 1.14 0.09 -0.61
O -10.3061 3.1917 1.2526 -0.02 -0.60 -0.20
O -13.4916 7.4880 4.4195 0.41 -0.30 -0.35
O -7.3781 4.2728 1.7631 0.21 0.89 -0.65
N -9.1886 6.3097 4.9255 0.95 2.05 -1.36
V -10.3990 6.3548 2.1228 -0.09 0.19 -1.16
O -11.0946 9.8795 2.3126 2.10 -0.19 -1.29
O -9.1241 10.2684 1.4016 -0.21 -0.44 -0.13
O -11.6124 4.7406 2.0464 -0.34 -1.97 -0.38
N -9.9332 9.4987 1.9156 -2.72 0.57 2.08
O -11.1530 5.0249 -0.6712 0.10 0.46 0.29
O -11.8407 6.6469 -1.8400 -0.62 1.42 -1.06
O -11.2921 7.0298 0.2441 0.20 -0.85 -0.53
N -11.4335 6.2199 -0.7870 0.71 -1.06 1.78
O -11.7211 6.9946 3.3012 -2.51 0.85 0.05
N -11.4056 3.4717 1.6579 -0.37 1.24 1.20
N -7.6762 5.2340 1.0245 -0.15 -1.69 0.94
N -13.0137 7.2832 3.2960 -0.96 0.72 0.59
O -9.4912 5.7130 3.8083 -0.78 -0.95 1.29
O -8.2672 7.0996 4.8409 1.39 0.63 -0.14
O -13.7285 7.4179 2.2911 1.96 -0.66 0.57
O -12.3446 2.6530 1.8103 0.91 1.11 -0.35
O -9.6065 8.3134 2.2279 1.05 -0.33 -0.71
O -8.7792 5.7978 1.1907 -0.91 0.57 -0.21
O -9.7553 6.1950 5.9885 -1.45 -1.75 0.35

Record 3
5
Properties=species:S:1:pos:R:3:forces:R:3 method="wB97M-V/def2-TZVPD" homo_energy_ev="-1.36 / -5.07" total_charge=-1
O -0.1799 2.3716 -1.1197 2.61 -3.72 -2.04
S -0.5294 -1.0275 0.6689 -0.04 0.44 -0.09
O 0.2586 -1.0473 1.9228 0.32 0.24 0.39
N 0.4620 1.4693 -1.6205 -2.65 3.54 2.18
O -0.8910 -2.3859 0.2119 -0.24 -0.50 -0.43

Record 4
6
Properties=species:S:1:pos:R:3:forces:R:3 method="wB97M-V/def2-TZVPD" homo_energy_ev="-3.39 / -4.25" total_charge=-1
O 1.0207 0.5394 1.9878 -4.42 0.49 -1.17
S -0.2176 -0.2619 -0.6573 -0.39 1.45 -0.10
O -0.0780 -1.7163 -0.7757 -0.29 0.57 0.37
O -1.5370 0.3148 -1.0349 1.40 -0.85 0.35
O 0.9575 0.4905 -1.1423 -0.85 -0.50 0.39
N -0.1456 0.6334 1.6225 4.56 -1.15 0.16

Please write out number 2 again, unchanged.
25
Properties=species:S:1:pos:R:3:forces:R:3 method="wB97M-V/def2-TZVPD" multiplicity=3 homo_energy_ev="-0.58 / -0.98" s2=2.008 total_charge=-3
O -6.9947 5.6293 0.0995 1.14 0.09 -0.61
O -10.3061 3.1917 1.2526 -0.02 -0.60 -0.20
O -13.4916 7.4880 4.4195 0.41 -0.30 -0.35
O -7.3781 4.2728 1.7631 0.21 0.89 -0.65
N -9.1886 6.3097 4.9255 0.95 2.05 -1.36
V -10.3990 6.3548 2.1228 -0.09 0.19 -1.16
O -11.0946 9.8795 2.3126 2.10 -0.19 -1.29
O -9.1241 10.2684 1.4016 -0.21 -0.44 -0.13
O -11.6124 4.7406 2.0464 -0.34 -1.97 -0.38
N -9.9332 9.4987 1.9156 -2.72 0.57 2.08
O -11.1530 5.0249 -0.6712 0.10 0.46 0.29
O -11.8407 6.6469 -1.8400 -0.62 1.42 -1.06
O -11.2921 7.0298 0.2441 0.20 -0.85 -0.53
N -11.4335 6.2199 -0.7870 0.71 -1.06 1.78
O -11.7211 6.9946 3.3012 -2.51 0.85 0.05
N -11.4056 3.4717 1.6579 -0.37 1.24 1.20
N -7.6762 5.2340 1.0245 -0.15 -1.69 0.94
N -13.0137 7.2832 3.2960 -0.96 0.72 0.59
O -9.4912 5.7130 3.8083 -0.78 -0.95 1.29
O -8.2672 7.0996 4.8409 1.39 0.63 -0.14
O -13.7285 7.4179 2.2911 1.96 -0.66 0.57
O -12.3446 2.6530 1.8103 0.91 1.11 -0.35
O -9.6065 8.3134 2.2279 1.05 -0.33 -0.71
O -8.7792 5.7978 1.1907 -0.91 0.57 -0.21
O -9.7553 6.1950 5.9885 -1.45 -1.75 0.35

Copy entry 3 word for word.
5
Properties=species:S:1:pos:R:3:forces:R:3 method="wB97M-V/def2-TZVPD" homo_energy_ev="-1.36 / -5.07" total_charge=-1
O -0.1799 2.3716 -1.1197 2.61 -3.72 -2.04
S -0.5294 -1.0275 0.6689 -0.04 0.44 -0.09
O 0.2586 -1.0473 1.9228 0.32 0.24 0.39
N 0.4620 1.4693 -1.6205 -2.65 3.54 2.18
O -0.8910 -2.3859 0.2119 -0.24 -0.50 -0.43